A:
Entry from OMol25: a structure of composition C4H7F (ωB97M-V with the def2-TZVPD basis set).

The geometry in ORCA input format:
```
! wB97M-V def2-TZVPD RIJCOSX def2/J DEFGRID3
* xyz 0 1
H -1.6296 0.6418 1.4984
H 1.3085 0.5989 1.3763
H -0.5215 -1.2160 -0.8498
C 1.0303 0.1474 -0.8389
C -0.6701 -0.8781 0.4858
H 1.4889 -0.8311 -1.0979
F -1.3567 1.3724 -0.3970
H -1.1287 -1.7437 1.1319
H 1.5920 1.2435 -0.8885
C 0.5637 0.1646 0.7115
C -0.9739 0.5516 0.5445
H 0.2970 -0.0513 -1.6763
*
```

Summary:
lowest unoccupied orbital energy: 1.15 eV
highest occupied orbital energy: -0.360 hartree
HOMO-LUMO gap: 10.955 eV

Results of the Löwdin charge analysis, in e, for atoms 1 through 2: 0.1617, 0.1097

B:
Entry from OMol25: an isolated molecule of C4H7F (ωB97M-V with the def2-TZVPD basis set).

The geometry in ORCA input format:
```
! wB97M-V def2-TZVPD RIJCOSX def2/J DEFGRID3
* xyz 0 1
H -0.2750 -0.3220 -1.4583
H -2.0275 -1.4519 -0.4031
C -0.3490 -0.0628 -0.4605
C -1.4708 0.7197 -0.0561
H 1.0348 1.3094 0.6524
H -2.0709 0.9890 -0.8507
C -1.5462 -0.7359 0.2202
H -1.4513 -1.0657 1.2947
H 0.9498 -0.3943 1.2532
H -1.4388 1.4618 0.6981
C 0.9535 0.2551 0.3597
F 2.1949 -0.1759 -0.1740
*
```

Summary:
lowest unoccupied orbital energy: 1.27 eV
SMILES: FCC1CC1
highest occupied orbital energy: -0.377 hartree
HOMO-LUMO gap: 11.538 eV

Results of the Löwdin charge analysis, in e, for atoms 1 through 2: 0.1143, 0.0846

Which of them is most stable, and which least? Most stable: B; least stable: A.

A:
Entry from OMol25: a cluster of 2 separate species, CH3NO2P in total (ωB97M-V with the def2-TZVPD basis set).

The geometry in ORCA input format:
```
! wB97M-V def2-TZVPD RIJCOSX def2/J DEFGRID3
* xyz -1 1
H -1.1000 2.0459 -1.0292
O 0.9662 -1.1676 -1.4002
H 1.3061 0.8753 0.7802
H 0.3348 1.1036 2.0178
P -0.8975 0.0743 0.3766
N 0.4672 0.6284 1.1368
O -0.9564 -2.2073 -0.9641
C -0.1203 -1.3526 -0.9179
*
```

Summary:
lowest unoccupied orbital energy: 3.97 eV
highest occupied orbital energy: -0.128 hartree
HOMO-LUMO gap: 7.461 eV

Results of the Löwdin charge analysis, in e, for atoms 1 through 2: -0.2056, -0.0821

B:
Entry from OMol25: a cluster of 2 separate species, CH3NO2P in total (ωB97M-V with the def2-TZVPD basis set).

The geometry in ORCA input format:
```
! wB97M-V def2-TZVPD RIJCOSX def2/J DEFGRID3
* xyz -1 1
O -2.6136 0.8935 -0.6871
H 0.0701 0.1531 -1.3539
N 1.0236 -0.3026 -1.0365
C -2.1890 0.1140 0.0607
H 2.2077 -1.0337 0.8415
O -1.8171 -0.5432 0.8836
P 1.1080 -0.1566 0.5734
H 2.2103 0.8756 0.7182
*
```

Summary:
lowest unoccupied orbital energy: 3.46 eV
highest occupied orbital energy: -0.074 hartree
HOMO-LUMO gap: 5.484 eV

Results of the Löwdin charge analysis, in e, for atoms 1 through 2: 0.1575, -0.1144

Which of them is most stable, and which least? Most stable: B; least stable: A.

A:
Entry from OMol25: a cluster of 2 separate species, C4H13NO in total (ωB97M-V with the def2-TZVPD basis set).

The geometry in ORCA input format:
```
! wB97M-V def2-TZVPD RIJCOSX def2/J DEFGRID3
* xyz 1 2
H -1.2400 1.2272 0.4205
H 1.4221 0.0699 2.8059
H 2.1865 0.1149 0.4641
H -2.0105 0.5370 -1.8516
H -0.3571 0.6385 -2.4429
C 1.0684 0.8675 2.1620
H 1.7881 1.6762 2.2513
H -0.6581 -3.8245 -1.5415
H -1.8572 -3.1974 -0.6288
H 0.5154 -0.5912 0.6298
C -0.6505 1.4410 -0.4672
H -0.7884 -4.1924 0.0268
O 0.7175 1.2958 -0.1700
H -0.6702 -0.5821 -1.2302
H 0.0935 1.2982 2.3562
N -0.8671 -3.4228 -0.6307
C -0.9690 0.4025 -1.5799
C 1.1414 0.2976 0.7150
H -0.7497 2.4546 -0.8330
*
```

Summary:
lowest unoccupied orbital energy (alpha / beta): -2.66 / -8.76 eV
highest occupied orbital energy (alpha / beta): -0.498 / -0.498 hartree
HOMO-LUMO gap (alpha / beta): 10.898 / 4.800 eV

Results of the Löwdin charge analysis, in e, for atoms 1 through 2: 0.1452, 0.1061

B:
Entry from OMol25: a cluster of 2 separate species, C4H13NO in total (ωB97M-V with the def2-TZVPD basis set).

The geometry in ORCA input format:
```
! wB97M-V def2-TZVPD RIJCOSX def2/J DEFGRID3
* xyz 1 2
H 3.0790 -0.1959 1.7946
O 2.6501 -1.1866 -0.0970
H 3.1527 -1.7979 0.4510
H 1.2733 -0.5510 1.5715
H 1.5695 1.4135 -0.1222
C 2.2788 -0.1921 1.0473
H -0.0589 -0.6025 -1.7983
H -1.8346 -0.6899 1.2111
H -0.6895 0.7366 -0.0526
H -3.5059 -0.4821 0.3793
H -1.6015 -1.4254 -1.6333
H 3.1407 1.5672 0.3222
H -2.7857 0.6975 1.3121
C -1.1520 -0.4060 -1.6782
C -2.5197 -0.0144 0.6274
C -1.6237 0.4947 -0.5127
H -1.5407 0.0631 -2.5628
N 2.2648 1.1957 0.6603
H -2.0966 1.3753 -0.9199
*
```

Summary:
lowest unoccupied orbital energy (alpha / beta): -3.72 / -10.21 eV
highest occupied orbital energy (alpha / beta): -0.525 / -0.525 hartree
HOMO-LUMO gap (alpha / beta): 10.555 / 4.061 eV

Results of the Löwdin charge analysis, in e, for atoms 1 through 2: 0.1397, 0.0386

Which of them is most stable, and which least? Most stable: A; least stable: B.

A:
Entry from OMol25: a cluster of 2 separate species, C3H8N3S in total (ωB97M-V with the def2-TZVPD basis set).

The geometry in ORCA input format:
```
! wB97M-V def2-TZVPD RIJCOSX def2/J DEFGRID3
* xyz 1 1
H 0.1788 -2.9164 -0.1666
N -2.0626 0.5453 0.2287
H -3.3221 0.6109 1.9105
H 3.2116 1.3316 -0.7294
N 0.5082 -2.1175 0.2838
C -3.1387 0.6888 0.8265
N -0.9850 0.4114 -0.1353
H 1.5124 1.1424 -1.5767
C 0.9766 -1.0733 -0.3535
H -3.8984 0.7277 0.0930
H 1.9571 2.3461 -0.1723
H 0.1702 -1.9608 1.2304
C 2.0864 1.3443 -0.6466
S 1.6862 0.0570 0.6036
H 1.1193 -1.1374 -1.3961
*
```

Summary:
lowest unoccupied orbital energy: -4.51 eV
highest occupied orbital energy: -0.456 hartree
HOMO-LUMO gap: 7.889 eV

Results of the Löwdin charge analysis, in e, for atoms 1 through 2: 0.1158, -0.1708

B:
Entry from OMol25: a structure of composition C3H8N3S (ωB97M-V with the def2-TZVPD basis set).

The geometry in ORCA input format:
```
! wB97M-V def2-TZVPD RIJCOSX def2/J DEFGRID3
* xyz 1 1
H 4.6726 -0.8264 -1.3102
N -0.4803 1.1378 0.6950
S 4.7289 -1.3592 -0.0782
H -3.7267 0.8397 0.3085
C 3.3183 -2.2375 -0.1397
H 3.1175 -2.8492 0.7263
C -2.6909 0.5628 0.2289
H 0.1182 1.9039 0.9610
H -2.4283 -0.3801 -0.2199
H -2.0845 2.2314 1.1116
N -1.7846 1.3526 0.6787
H 0.1859 -1.0799 -1.7511
H -0.0757 0.3306 0.1615
N 0.5898 -0.8362 -0.8525
C 1.6710 -1.2600 -0.3601
*
```

Summary:
lowest unoccupied orbital energy (alpha / beta): -4.29 / -4.29 eV
highest occupied orbital energy (alpha / beta): -0.404 / -0.405 hartree
HOMO-LUMO gap (alpha / beta): 6.717 / 6.746 eV

Results of the Löwdin charge analysis, in e, for atoms 1 through 2: -0.1108, 0.1113

C:
Entry from OMol25: the ion C3H8N3S with charge +1 (ωB97M-V with the def2-TZVPD basis set).

The geometry in ORCA input format:
```
! wB97M-V def2-TZVPD RIJCOSX def2/J DEFGRID3
* xyz 1 1
H -0.4755 -1.2725 1.5284
H 1.4094 -0.7361 1.8166
C -1.6148 0.7385 0.3737
H -3.1545 1.6217 -0.5411
H -1.6944 -0.1590 -0.2338
H -2.0481 2.7495 0.0343
N -2.3507 1.7462 -0.0464
H 3.1196 0.6984 -1.6441
H 0.1795 -1.6386 -0.7802
H 1.8173 -1.9422 -0.2907
C 0.4774 -0.7162 1.1327
N 2.7745 -0.1956 -1.1051
S -0.0373 0.9669 1.0188
C 0.9928 -1.2951 -0.2377
N 1.5865 -0.1724 -0.8742
*
```

Summary:
lowest unoccupied orbital energy: -5.34 eV
highest occupied orbital energy: -0.456 hartree
HOMO-LUMO gap: 7.071 eV

Results of the Löwdin charge analysis, in e, for atoms 1 through 2: 0.1242, 0.1259

D:
Entry from OMol25: a cluster of 2 separate species, C3H8N3S in total (ωB97M-V with the def2-TZVPD basis set).

The geometry in ORCA input format:
```
! wB97M-V def2-TZVPD RIJCOSX def2/J DEFGRID3
* xyz 1 1
H -2.2782 -0.0808 1.1657
H -1.9870 -1.0346 -0.7419
S 1.2350 -1.1132 0.5909
H 3.0652 0.0765 -0.4269
H -1.1115 0.7203 2.0578
N 0.3600 0.9306 -0.7575
H -0.9177 -0.8397 -2.0191
H 2.7319 0.8533 1.0141
C -0.1329 -0.2619 -0.1752
N -0.9703 -1.0980 -1.0463
H -0.7283 -2.0852 -1.0098
H -1.5734 1.6472 0.5950
C 2.3340 0.2946 0.2284
N 1.4889 1.2785 -0.5008
C -1.5157 0.7125 1.0257
*
```

Summary:
lowest unoccupied orbital energy: -4.06 eV
highest occupied orbital energy: -0.492 hartree
HOMO-LUMO gap: 9.329 eV

Results of the Löwdin charge analysis, in e, for atoms 1 through 2: 0.0564, 0.1863

Which of them is most stable, and which least? Most stable: A; least stable: B.

A:
Entry from OMol25: a cluster of 3 separate species, C3H14NO2 in total (ωB97M-V with the def2-TZVPD basis set).

The geometry in ORCA input format:
```
! wB97M-V def2-TZVPD RIJCOSX def2/J DEFGRID3
* xyz 1 1
H -1.0380 1.5102 -2.6086
H 2.1917 -3.1105 0.3871
H -0.1748 -0.3682 -1.3299
H 1.4202 -0.8213 0.4223
H -2.3572 1.7466 -1.5689
C -1.2602 2.0628 -1.7291
N 0.9092 0.0498 0.6436
H -1.3957 3.1692 -1.9809
H 0.0218 2.3193 0.1045
H 0.4679 -0.1396 1.5917
C -0.2122 0.2147 -0.3551
H -1.1866 -0.0118 0.1599
O -0.6060 -1.2305 2.5440
H 0.9555 1.7998 -1.4068
O 1.3450 -2.7078 -0.1073
C -0.0107 1.7066 -0.7960
H -0.6957 -2.0403 2.1274
H 0.8711 -3.5826 -0.1307
H -0.8003 -1.3647 3.4749
H 1.5551 0.7984 0.5581
*
```

Summary:
lowest unoccupied orbital energy: -3.17 eV
highest occupied orbital energy: -0.555 hartree
HOMO-LUMO gap: 11.929 eV

Results of the Löwdin charge analysis, in e, for atoms 1 through 2: 0.0405, 0.1397

B:
Entry from OMol25: a cluster of 3 separate species, C3H14NO2 in total (ωB97M-V with the def2-TZVPD basis set).

The geometry in ORCA input format:
```
! wB97M-V def2-TZVPD RIJCOSX def2/J DEFGRID3
* xyz 1 1
H 2.2006 1.1392 0.1691
H -1.3949 0.1164 -0.1211
O -1.2145 1.1154 2.6198
H 2.5353 -1.3949 2.7705
H 0.9818 0.2631 -2.1076
C 0.6299 -0.0517 -1.1115
H 1.4927 -0.2525 0.8295
C -0.9164 0.3123 -1.1146
H -1.0727 -1.0304 -2.8764
H 0.6543 1.1265 0.6243
C -1.7117 -0.4665 -2.2089
H 2.2745 -2.1912 1.3942
N 1.3254 0.6216 0.0606
H -2.4983 0.1917 -2.7373
H -1.4827 0.6257 3.3939
H 0.8291 -1.1050 -1.0373
H -2.4804 -1.1350 -1.7876
H -1.0560 1.3576 -1.4152
O 2.2024 -1.2829 1.7909
H -1.2985 2.0405 2.8647
*
```

Summary:
lowest unoccupied orbital energy: -3.19 eV
highest occupied orbital energy: -0.544 hartree
HOMO-LUMO gap: 11.625 eV

Results of the Löwdin charge analysis, in e, for atoms 1 through 2: 0.1644, 0.1095

C:
Entry from OMol25: a cluster of 3 separate species, C3H14NO2 in total (ωB97M-V with the def2-TZVPD basis set).

The geometry in ORCA input format:
```
! wB97M-V def2-TZVPD RIJCOSX def2/J DEFGRID3
* xyz 1 1
H -1.2876 7.0908 -1.5454
N 0.7872 -1.3127 -0.7050
H -0.2475 -3.3633 1.3562
H 1.5518 -0.7256 -0.9980
H 1.7752 -2.1481 0.9056
H -0.1756 6.1733 -0.9533
H -0.1462 -0.8786 -0.9550
O -0.4135 6.7127 -1.7087
H -2.1818 -0.9745 -1.0907
C 1.0018 -0.1647 1.4490
C 0.8965 -1.5239 0.7900
H 0.2523 0.4508 0.9570
H 1.9599 0.3346 1.3023
C -0.3518 -2.2799 1.2919
H -1.1339 -2.1267 0.5644
H 0.9411 -2.1881 -1.1999
O -1.5192 -0.6414 -1.7050
H 0.8305 -0.1805 2.5233
H -1.9163 -0.3578 -2.5354
H -0.6227 -1.8960 2.2566
*
```

Summary:
lowest unoccupied orbital energy: -3.21 eV
highest occupied orbital energy: -0.490 hartree
HOMO-LUMO gap: 10.137 eV

Results of the Löwdin charge analysis, in e, for atoms 1 through 2: 0.0386, 0.1849

Which of them is most stable, and which least? Most stable: C; least stable: B.

A:
Entry from OMol25: a cluster of 2 separate species, CH4O3 in total (ωB97M-V with the def2-TZVPD basis set).

The geometry in ORCA input format:
```
! wB97M-V def2-TZVPD RIJCOSX def2/J DEFGRID3
* xyz 0 1
C -0.2884 -0.4785 1.2544
O 0.0891 0.2182 -2.9203
H -0.1603 -0.6033 -3.2609
H -0.5947 1.1829 0.0221
O 0.2937 -0.3098 2.2941
H -0.9411 -1.3554 0.8557
O -0.0598 0.5238 0.2932
H 0.8431 0.1894 -2.4788
*
```

Summary:
lowest unoccupied orbital energy: 0.73 eV
SMILES: O=CO.O
highest occupied orbital energy: -0.405 hartree
HOMO-LUMO gap: 11.766 eV

Results of the Löwdin charge analysis, in e, for atoms 1 through 2: -0.3055, 0.0298

B:
Entry from OMol25: a cluster of 2 separate species, CH4O3 in total (ωB97M-V with the def2-TZVPD basis set).

The geometry in ORCA input format:
```
! wB97M-V def2-TZVPD RIJCOSX def2/J DEFGRID3
* xyz 0 1
O 0.0000 0.0000 0.0000
H -1.1907 -0.1991 3.1248
O 1.3809 -1.4693 -1.2506
H -1.3463 -1.5088 2.2971
O -1.3628 -0.5285 2.2137
C 0.6856 -1.1494 -0.1964
H -0.5035 -0.0276 0.8589
H 0.6285 -1.8352 0.6721
*
```

Summary:
lowest unoccupied orbital energy: -0.03 eV
SMILES: O=CO.O
highest occupied orbital energy: -0.375 hartree
HOMO-LUMO gap: 10.179 eV

Results of the Löwdin charge analysis, in e, for atoms 1 through 2: 0.0417, 0.0920

C:
Entry from OMol25: a cluster of 2 separate species, CH4O3 in total (ωB97M-V with the def2-TZVPD basis set).

The geometry in ORCA input format:
```
! wB97M-V def2-TZVPD RIJCOSX def2/J DEFGRID3
* xyz 0 1
H -0.0551 1.0419 -2.1696
H -0.2567 1.3774 -0.7296
O 0.6603 -1.0534 0.2624
H -0.1635 -1.5511 2.0115
O 0.4297 1.1442 -1.3743
C -0.1911 -0.7907 1.2325
H 0.5383 -0.2997 -0.3918
O -0.9619 0.1313 1.1588
*
```

Summary:
lowest unoccupied orbital energy: 0.68 eV
SMILES: O=CO.O
highest occupied orbital energy: -0.399 hartree
HOMO-LUMO gap: 11.551 eV

Results of the Löwdin charge analysis, in e, for atoms 1 through 2: 0.0443, 0.0543

D:
Entry from OMol25: a cluster of 2 separate species, CH4O3 in total (ωB97M-V with the def2-TZVPD basis set).

The geometry in ORCA input format:
```
! wB97M-V def2-TZVPD RIJCOSX def2/J DEFGRID3
* xyz 0 1
O -1.6571 1.2345 0.9828
H 1.7207 0.6304 2.4493
H -1.8956 -0.4619 -0.1648
C -1.2329 0.2387 0.3809
O 2.2575 1.4201 2.6868
H 0.0309 -0.8535 -0.5125
O 0.0000 0.0000 0.0000
H 1.6803 1.9398 3.2910
*
```

Summary:
lowest unoccupied orbital energy: 0.25 eV
SMILES: O=CO.O
highest occupied orbital energy: -0.403 hartree
HOMO-LUMO gap: 11.216 eV

Results of the Löwdin charge analysis, in e, for atoms 1 through 2: 0.0445, 0.0343

Which of them is most stable, and which least? Most stable: C; least stable: A.